Entry from OMol25: a 2-piece molecular cluster, C2H10N overall (ωB97M-V/def2-TZVPD).

Geometry as XYZ:
```
13
Properties=species:S:1:pos:R:3:forces:R:3
N -2.40678 -1.27204 -2.72184 0.420 0.257 -0.774
H -2.38496 -0.29337 -2.33387 0.404 -1.178 -0.154
H -2.13132 -2.03374 -2.02386 -0.099 1.357 -1.234
H -3.36643 -1.41596 -3.01217 -0.712 -0.298 0.306
H -1.91954 -1.29548 -3.67529 0.010 -0.129 1.882
C 2.17684 1.14658 2.07686 -4.445 -2.319 3.099
C 0.92526 0.40285 1.35625 -1.012 3.777 2.376
H 2.75366 1.59008 1.33962 1.114 1.211 -0.932
H 2.68388 0.31618 2.62961 0.036 1.086 -0.409
H 1.57382 1.77399 2.80433 1.891 0.001 -0.621
H 1.50679 0.09880 0.60080 0.885 -2.774 -3.320
H 0.32415 -0.25951 2.02295 0.880 0.248 -0.848
H 0.26462 1.24162 0.93661 0.631 -1.240 0.629
```
Positions in Å, forces in eV/Å.

Computed properties:
* F_max: 5.89 eV/A
* HOMO-LUMO gap: 8.40 eV
* charge: +1
* DFT total energy: -136.6298 a.u.

natural (NBO) population analysis, charges in e, atoms 1 to 4: N -0.89; H 0.47; H 0.49; H 0.45



Entry from OMol25: C49H50GeN3O3PRhSi as an isolated structure (ωB97M-V/def2-TZVPD).

Geometry as XYZ:
```
109
Properties=species:S:1:pos:R:3:forces:R:3
Rh -0.94144 -1.14461 -1.02889 0.496 0.002 -0.047
N -2.78460 -3.67298 -1.90410 -0.023 0.037 0.067
P -2.02433 -3.28374 -0.44416 -0.331 -0.093 0.038
C -1.51953 -4.88528 0.22523 -0.009 0.017 0.014
C -2.48792 -5.77313 0.70110 0.029 -0.003 0.029
C -2.11599 -7.03266 1.13877 0.002 0.000 0.001
C -0.77863 -7.41031 1.11449 -0.012 -0.016 0.006
C 0.18570 -6.53243 0.64625 0.018 0.022 -0.016
C -0.18418 -5.27231 0.19706 0.051 0.019 -0.032
C -3.33410 -2.71864 0.66709 0.006 -0.074 -0.001
C -4.42683 -2.02037 0.16313 -0.013 0.011 -0.017
C -5.36500 -1.48586 1.03198 -0.008 0.012 -0.008
C -5.20686 -1.62895 2.40228 -0.009 0.006 0.009
C -4.11161 -2.31608 2.90960 -0.005 -0.001 0.016
C -3.17641 -2.86160 2.04611 -0.001 0.004 -0.006
C -2.46707 -3.05565 -3.10231 0.016 -0.013 -0.081
C -3.09144 -3.43851 -4.29158 0.015 0.012 0.025
C -2.74209 -2.78575 -5.45188 -0.004 -0.002 -0.002
C -1.78445 -1.77475 -5.41566 0.014 0.010 0.006
C -1.21614 -1.46240 -4.20392 -0.007 -0.015 -0.020
N -1.54829 -2.09290 -3.06762 -0.013 -0.037 -0.013
H -3.44004 -4.43774 -1.95178 -0.030 -0.026 -0.010
H -3.52901 -5.47613 0.74538 -0.005 0.013 -0.004
H -2.86771 -7.71915 1.50468 0.000 0.001 0.002
H -0.49078 -8.39338 1.46274 0.001 0.001 0.002
H 1.22656 -6.82649 0.62745 0.001 -0.005 -0.001
H 0.57070 -4.59232 -0.17714 -0.043 -0.027 0.016
H -4.53725 -1.87876 -0.90446 0.006 0.001 -0.002
H -6.21776 -0.94966 0.63668 0.000 0.000 0.000
H -5.93871 -1.20646 3.07795 0.000 -0.001 -0.001
H -3.99199 -2.43400 3.97862 0.001 -0.001 -0.001
H -2.33173 -3.41111 2.44529 0.012 -0.015 0.002
H -3.83137 -4.22719 -4.28690 -0.003 -0.004 0.002
H -3.21303 -3.06152 -6.38612 0.001 0.001 -0.001
H -1.48844 -1.24318 -6.30744 0.000 0.000 -0.001
H -0.46370 -0.69438 -4.10075 -0.001 0.003 -0.008
O -1.24286 0.01916 1.11451 -0.140 -0.152 0.247
C -0.48948 -0.44519 2.21684 -0.015 0.049 0.047
C 0.73430 -1.20804 1.79180 0.025 0.127 0.076
C 1.78856 -1.40287 2.67652 0.063 -0.006 0.005
C 2.88855 -2.12940 2.26426 -0.023 0.012 -0.009
C 2.90890 -2.63536 0.97008 -0.029 0.008 -0.023
C 1.82917 -2.38030 0.14833 0.043 -0.051 0.041
N 0.75823 -1.68613 0.55265 0.074 -0.166 -0.167
H -0.88126 0.86983 0.81651 0.046 -0.036 0.023
H -1.13792 -1.11197 2.79199 -0.028 0.041 -0.019
H -0.19712 0.38073 2.86759 -0.021 0.010 -0.022
H 1.74327 -0.96819 3.66666 -0.014 0.003 -0.006
H 3.72421 -2.28648 2.93373 -0.001 0.001 -0.004
H 3.75042 -3.20161 0.59634 0.002 0.001 -0.004
H 1.81180 -2.72089 -0.87931 0.019 0.013 -0.018
O 0.58494 0.78285 -0.84687 -0.018 0.213 -0.086
C 1.29437 0.19801 -1.67828 0.027 -0.034 -0.068
O 0.87591 -0.89350 -2.21756 0.109 0.039 0.081
C 2.65958 0.72076 -2.02837 -0.005 0.029 -0.045
C 3.56870 0.81500 -0.79509 0.030 -0.042 0.005
Ge 3.41448 2.28166 0.52436 0.017 -0.006 -0.144
C 3.79272 3.92815 -0.45617 -0.076 0.015 0.017
C 4.98234 4.01197 -1.18151 0.018 -0.067 -0.002
C 5.30236 5.15107 -1.90305 0.016 0.017 -0.020
C 4.43235 6.23294 -1.91047 -0.002 0.013 0.002
C 3.25153 6.17133 -1.18720 -0.003 0.003 -0.015
C 2.93675 5.02703 -0.46487 -0.014 0.010 0.056
C 1.80470 2.51058 1.62399 -0.025 -0.067 -0.006
C 0.56617 2.88269 1.09316 -0.029 0.014 -0.116
C -0.53196 3.09550 1.91252 -0.017 0.045 0.091
C -0.41055 2.95958 3.29213 -0.041 0.053 -0.004
C 0.81398 2.61288 3.83862 0.020 -0.002 0.030
C 1.90808 2.38618 3.00820 0.067 -0.027 0.055
C 4.88909 1.97140 1.77190 0.011 0.024 -0.014
C 5.34873 3.02730 2.56048 0.007 0.029 -0.017
C 6.37986 2.84611 3.47021 0.004 0.002 0.010
C 6.97581 1.59924 3.60421 0.008 0.004 0.001
C 6.53795 0.54049 2.82338 0.023 -0.015 0.014
C 5.50227 0.72893 1.91648 -0.020 -0.029 0.012
H 2.53421 1.69974 -2.50024 0.003 0.022 0.063
H 3.10376 0.05696 -2.77101 -0.013 -0.002 0.005
H 4.59002 0.96410 -1.16124 0.005 -0.041 0.061
H 3.57820 -0.14485 -0.27266 -0.027 -0.001 0.014
H 5.68233 3.18202 -1.17464 -0.001 0.004 -0.002
H 6.23228 5.19903 -2.45507 0.000 -0.004 0.000
H 4.67974 7.12419 -2.47246 0.000 -0.001 0.002
H 2.57507 7.01647 -1.18046 0.000 0.000 0.003
H 2.01912 5.00673 0.11087 -0.027 -0.023 -0.005
H 0.44322 2.98215 0.02231 0.037 0.048 0.032
H -1.48279 3.37541 1.47587 -0.016 0.023 -0.003
H -1.26402 3.13715 3.93418 -0.003 0.001 -0.004
H 0.92417 2.52497 4.91276 0.003 -0.007 -0.012
H 2.86132 2.12365 3.45489 -0.034 -0.004 -0.008
H 4.90022 4.01036 2.45887 0.001 0.002 -0.002
H 6.72309 3.67815 4.07156 0.000 0.002 -0.003
H 7.78505 1.45711 4.30876 -0.004 -0.001 0.000
H 7.01049 -0.43027 2.91431 -0.012 0.011 -0.002
H 5.18065 -0.11053 1.31110 -0.014 -0.027 -0.021
C -5.41056 2.76144 -0.41159 0.001 0.010 -0.052
Si -4.60493 2.25624 -2.02022 -0.011 -0.041 -0.018
C -5.81382 1.36510 -3.13554 0.036 0.048 0.018
C -3.83926 3.72537 -2.88954 -0.028 -0.033 0.020
C -3.26151 1.04727 -1.61401 0.052 0.064 0.059
C -2.37227 0.24644 -1.35360 -0.209 0.076 -0.125
H -6.22557 3.46524 -0.59386 -0.003 0.006 0.002
H -4.68877 3.24801 0.24687 0.006 -0.002 -0.001
H -5.81953 1.89984 0.11836 0.002 -0.020 -0.008
H -6.64444 2.02247 -3.40109 -0.006 -0.001 -0.002
H -6.22766 0.47940 -2.65030 0.006 -0.004 0.015
H -5.32765 1.04857 -4.06016 0.004 -0.003 -0.001
H -4.56963 4.21619 -3.53573 -0.018 0.014 0.019
H -2.99558 3.41855 -3.50892 -0.017 -0.014 -0.020
H -3.47839 4.46623 -2.17422 0.028 -0.021 0.011
```
Positions in Å, forces in eV/Å.

Computed properties:
* 2S+1: 5
* F_max: 0.50 eV/A
* HOMO-LUMO gap (alpha / beta): 8.71 / 5.86 eV
* charge: +1
* DFT total energy: -5105.2779 a.u.

Löwdin population analysis, charges in e, atoms 1 to 4: Rh 1.14; N -0.09; P 0.99; C -0.35



Entry from OMol25: a 2-piece molecular cluster, C6H14N5 overall (ωB97M-V/def2-TZVPD).

Geometry as XYZ:
```
25
Properties=species:S:1:pos:R:3:forces:R:3
C 0.57587 2.70034 -1.74167 2.119 0.546 -0.492
C -1.70477 0.33258 -0.33372 1.085 2.208 -1.798
C -0.60208 1.97132 -1.30553 -2.474 -1.501 1.080
C -1.91957 2.09568 -1.74233 0.859 -3.308 3.924
N -0.45126 0.80406 -0.52806 -2.453 0.477 0.527
N -2.67290 1.09125 -0.96777 3.635 -0.579 0.028
H -1.90274 -0.59572 0.15385 -0.406 -0.190 0.114
H -3.56140 0.62299 -1.00330 -0.569 0.842 -0.737
H -2.39848 2.88525 -2.15997 -1.334 1.975 -1.432
H 1.48120 2.10462 -1.47867 -0.621 0.511 -0.128
H 0.84048 3.79731 -1.60552 -1.099 -1.361 0.377
H 0.40938 2.53705 -2.77865 0.880 0.473 -1.466
C -0.59748 -1.73436 2.08925 0.476 1.252 -3.311
C 1.65630 -1.60758 1.08136 1.751 1.109 -2.386
N 0.55193 -2.29036 1.26728 -2.621 -0.720 2.106
N 2.73835 -2.33265 0.70961 0.670 -2.658 0.244
N 1.73300 -0.24362 1.00570 -3.921 -2.116 0.956
H 0.56493 -3.33328 1.37672 0.602 1.596 -0.543
H 2.76450 -3.40479 0.70324 -0.642 2.373 0.485
H 3.30810 -2.04471 -0.05448 0.373 0.895 -0.210
H 0.76377 0.25962 0.81587 2.368 -0.695 -0.246
H 2.57351 0.18021 0.72164 0.974 0.415 -0.296
H -0.30098 -1.81670 3.08262 -0.169 -0.042 1.867
H -1.48585 -2.26914 1.77125 -0.015 -0.350 0.519
H -0.79988 -0.67132 1.76383 0.533 -1.155 0.820
```
Positions in Å, forces in eV/Å.

Computed properties:
* F_max: 5.20 eV/A
* HOMO-LUMO gap: 9.10 eV
* charge: +1
* DFT total energy: -510.5559 a.u.

natural (NBO) population analysis, charges in e, atoms 1 to 4: C -0.66; C 0.19; C 0.13; C -0.09



Entry from OMol25: C4H6CsMgO2 as an isolated structure (ωB97M-V/def2-TZVPD).

Geometry as XYZ:
```
14
Properties=species:S:1:pos:R:3:forces:R:3
O -0.91163 -0.88706 1.35888 1.069 0.319 -0.906
C -1.80409 -0.22076 1.68906 -2.943 -1.094 1.561
C -3.10712 -0.01488 2.02302 2.548 1.988 0.344
Cs 2.38524 -0.60715 -0.73060 0.184 0.037 0.031
Mg -2.67196 -2.42495 -0.59753 0.664 -0.174 0.297
H -3.35794 -0.28302 3.04402 0.122 -0.386 0.068
H -3.50233 0.96343 1.77170 -0.233 -0.083 -0.350
C -5.30918 -2.30090 1.37695 -0.491 6.141 -2.773
C -4.43902 -1.42991 0.47494 -2.099 -4.913 0.071
O -6.18482 -1.60550 2.13646 1.980 -1.261 -0.618
H -5.54610 -3.34131 1.15410 0.663 -0.012 0.299
H -4.54669 -2.00264 -0.45690 -0.516 -1.182 -0.195
H -4.40311 -0.49183 -0.07514 -0.830 0.929 1.872
H -6.83501 -2.16493 2.57561 -0.116 -0.310 0.300
```
Positions in Å, forces in eV/Å.

Computed properties:
* 2S+1: 2
* F_max: 6.76 eV/A
* HOMO-LUMO gap (alpha / beta): 6.76 / 6.99 eV
* charge: +2
* DFT total energy: -525.9928 a.u.

natural (NBO) population analysis, charges in e, atoms 1 to 4: O -0.52; C 0.72; C -0.72; Cs 1.00